--- P ---
Formula: C5H6F2O
Source: the Open Molecules 2025 dataset
Level of theory: ωB97M-V/def2-TZVPD

```
! wB97M-V def2-TZVPD RIJCOSX def2/J DEFGRID3
* xyz 0 1
C -0.41436 0.79844 0.83876
C 0.90699 0.75782 0.91321
C 1.04005 -0.60788 -1.20738
C -1.22475 -0.06951 -0.01478
C 1.70833 -0.19875 0.03961
O -1.62356 -1.28416 0.39486
F 2.02254 -1.29557 0.81612
F 2.93104 0.40994 -0.19008
H -0.95626 1.52546 1.43584
H 1.47618 1.36476 1.60057
H 1.00474 -1.65565 -1.44330
H 1.04318 0.10154 -2.01140
H -1.88392 0.36315 -0.75067
H -1.01364 -1.62846 1.06308
*
```

LUMO energy (spin up / spin down)   0.5 / 0.0 eV
HOMO-LUMO gap (spin up / spin down)   9.05 / 7.76 eV

--- Q ---
Formula: C5H6F2O
Source: the Open Molecules 2025 dataset
Level of theory: ωB97M-V/def2-TZVPD

```
! wB97M-V def2-TZVPD RIJCOSX def2/J DEFGRID3
* xyz 0 1
O -1.98749 1.53889 0.18369
C -1.60132 0.33279 -0.17429
C -1.71278 -0.76369 0.53622
F -1.29345 -1.93899 0.04198
F -2.26355 -0.88238 1.79653
H -2.03412 1.76240 1.21199
H -1.23645 0.41645 -1.16042
C 1.49524 1.37004 -1.15975
C 1.60033 0.40201 -0.47606
C 1.82880 -0.89239 0.09594
H 1.46950 2.26158 -1.68348
H 2.48429 -1.48253 -0.58825
H 0.82828 -1.40181 0.39059
H 2.42272 -0.72239 0.98530
*
```

LUMO energy   0.6 eV
HOMO-LUMO gap   9.67 eV

Relative energy table, unit eV: P 0.000; Q 0.301

--- P ---
Formula: C2HClNO2
Source: the Open Molecules 2025 dataset
Level of theory: ωB97M-V/def2-TZVPD

```
! wB97M-V def2-TZVPD RIJCOSX def2/J DEFGRID3
* xyz -1 1
C -2.81438 -0.70931 -0.13176
C 1.63225 -0.32985 0.06100
N -1.94263 0.00570 -0.02324
O 1.09929 -1.08882 0.78653
O 2.39217 -0.14075 -0.81269
Cl 0.73288 1.66493 0.11690
H -1.09958 0.59810 0.00326
*
```

LUMO energy   4.0 eV
HOMO-LUMO gap   9.53 eV

--- Q ---
Formula: C2HClNO2
Source: the Open Molecules 2025 dataset
Level of theory: ωB97M-V/def2-TZVPD

```
! wB97M-V def2-TZVPD RIJCOSX def2/J DEFGRID3
* xyz -1 1
H -2.15075 -0.22904 -0.49360
N -1.55510 0.58724 -0.51758
C -0.23648 -0.19608 0.23594
Cl -0.39858 -1.77749 -0.07912
C 1.15901 0.39025 0.31074
O 1.72282 0.49809 1.39086
O 1.45908 0.72703 -0.84724
*
```

LUMO energy (spin up / spin down)   3.5 / 3.5 eV
HOMO-LUMO gap (spin up / spin down)   8.29 / 7.51 eV

Relative energy table, unit eV: P 0.000; Q 4.091